Record 1
{
  "formula": "C50H47N3O3P2W",
  "method": "ωB97M-V/def2-TZVPD",
  "total_charge": 0,
  "de_lowest_kcal_mol": 121.8,
  "max_force_ev_per_a": 1.2,
  "s2": 2.03,
  "total_energy_ha": -3073.1640,
  "multiplicity": 3,
  "lumo_ev": [-0.2763, -0.5383],
  "gap_ev": [6.30, 6.84],
  "symbols": ["W", "C", "O", "C", "C", "C", "C", "C", "C", "N", "N", "C", "O", "C", "C", "C", "C", "C", "C", "C", "O", "H", "H", "H", "H", "H", "H", "H", "H", "H", "H", "H", "H", "C", "C", "P", "C", "C", "C", "C", "C", "C", "C", "C", "C", "C", "C", "C", "C", "P", "C", "C", "C", "C", "C", "C", "C", "C", "C", "C", "C", "C", "H", "H", "H", "H", "H", "H", "H", "H", "H", "H", "H", "H", "H", "H", "H", "H", "H", "H", "H", "H", "H", "H", "H", "H", "H", "H", "C", "C", "C", "C", "C", "C", "C", "C", "N", "H", "H", "H", "H", "H", "H", "H", "H", "H"],
  "coordinates": [[0.281, 0.270, 0.516], [-3.213, 4.582, -1.816], [-3.141, 3.564, -0.838], [-2.064, 3.662, 0.077], [-2.418, 4.728, 2.524], [-1.333, 4.462, 3.552], [-0.592, 3.376, 3.764], [-0.373, 2.163, 2.961], [0.445, 1.222, 3.452], [0.844, 0.257, 2.530], [1.818, -0.497, 2.747], [2.210, -1.016, 1.362], [2.365, 0.120, 0.574], [3.479, -1.807, 1.575], [4.658, -1.337, 1.020], [5.848, -2.025, 1.220], [5.858, -3.191, 1.978], [4.679, -3.649, 2.555], [3.495, -2.949, 2.366], [-0.732, 1.976, 1.517], [0.321, 2.263, 0.660], [-4.064, 4.344, -2.452], [-2.310, 4.617, -2.430], [-3.374, 5.570, -1.377], [-2.781, 5.643, 0.644], [-1.224, 5.241, 4.300], [0.024, 3.403, 4.659], [0.938, 1.253, 4.416], [4.625, -0.436, 0.422], [6.766, -1.655, 0.781], [6.784, -3.734, 2.128], [4.682, -4.549, 3.158], [2.577, -3.303, 2.824], [-2.154, 1.354, -2.532], [-1.115, 0.358, -3.040], [0.423, 0.170, -2.037], [1.484, 1.517, -2.685], [2.278, 2.242, -1.795], [3.072, 3.288, -2.252], [3.086, 3.619, -3.598], [2.308, 2.896, -4.495], [1.515, 1.855, -4.040], [0.990, -1.359, -2.866], [2.023, -1.394, -3.795], [2.265, -2.551, -4.527], [1.479, -3.678, -4.335], [0.458, -3.657, -3.391], [0.219, -2.505, -2.660], [-3.027, 0.720, -1.447], [-2.116, 0.642, 0.126], [-2.118, 2.349, 0.907], [-3.308, 2.538, 1.843], [-3.452, 3.630, 2.575], [-2.062, 4.918, 1.034], [-0.683, 5.185, 0.467], [-0.725, 4.200, -0.424], [-3.195, -0.357, 1.221], [-4.226, -1.137, 0.710], [-5.000, -1.934, 1.551], [-4.762, -1.944, 2.914], [-3.736, -1.164, 3.436], [-2.950, -0.394, 2.597], [-2.788, 1.670, -3.362], [-1.673, 2.262, -2.159], [-0.788, 0.605, -4.047], [-1.556, -0.637, -3.100], [2.291, 1.993, -0.744], [3.679, 3.843, -1.547], [3.705, 4.435, -3.952], [2.321, 3.142, -5.550], [0.929, 1.297, -4.760], [2.647, -0.522, -3.950], [3.075, -2.569, -5.247], [1.671, -4.578, -4.907], [-0.135, -4.544, -3.206], [-0.564, -2.501, -1.909], [-3.332, -0.275, -1.771], [-3.916, 1.315, -1.250], [-4.088, 1.793, 1.874], [-4.317, 3.749, 3.220], [-2.896, 5.653, 2.844], [0.069, 5.923, 0.721], [-0.058, 3.879, -1.217], [-4.450, -1.135, -0.347], [-5.793, -2.541, 1.132], [-5.366, -2.560, 3.569], [-3.531, -1.174, 4.501], [-2.136, 0.183, 3.018], [2.887, -3.178, -0.927], [1.773, -3.794, -0.123], [1.650, -5.181, -0.197], [0.667, -5.862, 0.493], [-0.207, -5.142, 1.292], [-0.109, -3.758, 1.399], [-1.073, -3.046, 2.295], [0.876, -3.059, 0.678], [0.978, -1.640, 0.781], [2.855, -3.556, -1.950], [3.855, -3.456, -0.503], [2.833, -2.094, -0.955], [2.350, -5.726, -0.824], [0.589, -6.941, 0.424], [-0.973, -5.658, 1.863], [-1.464, -3.723, 3.057], [-1.922, -2.677, 1.721], [-0.613, -2.191, 2.785]],
  "mulliken_charge": [0.351, -0.788, -0.310, 1.385, 0.062, -1.221, -0.687, 1.485, -1.108, 1.304, -2.064, 2.640, -0.626, -0.334, 0.177, -0.884, -0.481, -0.884, -0.147, -0.676, -0.652, 0.328, 0.326, 0.274, 0.547, 0.341, 0.386, 0.514, 0.428, 0.405, 0.390, 0.400, 0.370, -0.352, -1.822, 1.915, 0.600, -0.418, -0.941, -0.613, -0.820, -0.635, 0.542, -0.201, -0.843, -0.801, -0.753, -0.441, -1.751, 2.103, 1.142, -1.011, -1.664, -0.371, -1.506, -0.381, 0.260, -0.974, -0.761, -0.790, -0.777, 0.090, 0.561, -0.323, 0.889, 0.671, 0.265, 0.461, 0.400, 0.403, 0.403, 0.441, 0.401, 0.369, 0.424, 0.189, 0.740, 0.577, 0.681, 0.443, 0.805, 0.393, 0.654, 0.331, 0.422, 0.370, 0.451, -0.022, -1.786, 1.862, -0.876, -1.093, -0.827, 0.747, -1.171, -0.783, 0.300, 0.616, 0.442, -0.154, 0.439, 0.409, 0.444, 0.541, 0.162, 0.048]
}

Record 2
{
  "formula": "C50H47N7O3Sc",
  "method": "ωB97M-V/def2-TZVPD",
  "total_charge": 1,
  "de_lowest_kcal_mol": 56.4,
  "max_force_ev_per_a": 0.4,
  "total_energy_ha": -3303.2434,
  "lumo_ev": -3.0071,
  "gap_ev": 6.20,
  "symbols": ["Sc", "C", "O", "C", "C", "C", "C", "C", "C", "N", "N", "C", "O", "C", "C", "C", "C", "C", "C", "C", "O", "H", "H", "H", "H", "H", "H", "H", "H", "H", "H", "H", "H", "C", "C", "C", "C", "N", "C", "C", "C", "C", "C", "C", "N", "C", "C", "C", "C", "C", "N", "H", "H", "H", "H", "H", "H", "H", "H", "H", "H", "H", "C", "C", "C", "C", "C", "C", "C", "C", "N", "C", "C", "C", "C", "N", "C", "C", "C", "C", "C", "C", "C", "C", "H", "H", "H", "H", "H", "H", "H", "H", "H", "H", "H", "H", "H", "H", "H", "H", "H", "H", "H", "H", "H", "H", "H", "H"],
  "coordinates": [[-0.286, -0.492, -0.061], [-4.438, -2.215, -0.093], [-4.991, -1.034, -0.671], [-4.619, 0.182, -0.181], [-5.531, 1.152, -0.095], [-5.159, 2.545, 0.273], [-3.844, 2.705, 1.091], [-2.958, 1.497, 1.078], [-1.732, 1.604, 1.773], [-0.635, 0.961, 1.512], [0.349, 1.095, 2.499], [1.263, 0.199, 2.301], [1.224, -0.628, 1.287], [2.402, 0.094, 3.242], [3.306, -0.952, 3.106], [4.371, -1.071, 3.988], [4.539, -0.144, 5.006], [3.635, 0.905, 5.143], [2.569, 1.024, 4.268], [-3.214, 0.428, 0.237], [-2.304, -0.395, -0.169], [-5.145, -3.011, -0.319], [-4.341, -2.119, 0.991], [-3.463, -2.449, -0.515], [-6.553, 0.924, -0.374], [-6.000, 3.042, 0.755], [-3.974, 3.105, 2.099], [-1.705, 2.272, 2.637], [3.173, -1.659, 2.298], [5.075, -1.887, 3.877], [5.371, -0.235, 5.691], [3.765, 1.630, 5.936], [1.857, 1.832, 4.364], [-0.721, -1.468, -4.573], [-0.921, -2.836, -4.608], [-0.778, -3.558, -3.436], [-0.451, -2.891, -2.265], [-0.323, -1.558, -2.216], [-0.434, -0.878, -3.356], [-0.164, -3.616, -1.005], [0.183, -4.958, -1.018], [0.459, -5.585, 0.184], [0.347, -4.861, 1.352], [-0.001, -3.516, 1.290], [-0.217, -2.893, 0.122], [-0.247, -2.758, 2.540], [0.421, -3.052, 3.719], [0.081, -2.346, 4.863], [-0.920, -1.395, 4.787], [-1.509, -1.155, 3.553], [-1.177, -1.807, 2.446], [-0.805, -0.859, -5.462], [-1.178, -3.337, -5.532], [-0.927, -4.627, -3.436], [-0.290, 0.187, -3.280], [0.258, -5.499, -1.948], [0.738, -6.630, 0.207], [0.496, -5.332, 2.312], [1.211, -3.789, 3.744], [0.596, -2.535, 5.796], [-1.225, -0.826, 5.653], [-2.273, -0.394, 3.446], [3.349, 1.870, 0.601], [3.767, 0.560, -0.013], [4.961, -0.027, 0.376], [5.412, -1.194, -0.220], [4.680, -1.760, -1.245], [3.474, -1.204, -1.668], [2.782, -1.812, -2.860], [3.008, -0.065, -1.013], [1.720, 0.521, -1.304], [1.703, 1.589, -2.002], [2.883, 2.150, -2.739], [0.417, 2.378, -2.063], [0.476, 3.768, -2.621], [-0.630, 1.824, -1.599], [-1.844, 2.564, -1.442], [-1.970, 3.488, -0.476], [-0.835, 4.070, 0.313], [-3.346, 3.794, 0.039], [-4.558, 3.452, -0.865], [-4.197, 2.696, -2.090], [-2.985, 2.194, -2.316], [-2.747, 1.309, -3.504], [3.872, 2.027, 1.542], [2.280, 1.920, 0.800], [3.603, 2.707, -0.057], [5.542, 0.441, 1.162], [6.346, -1.641, 0.096], [5.053, -2.641, -1.754], [3.525, -2.166, -3.574], [2.141, -1.097, -3.371], [2.173, -2.672, -2.576], [3.771, 1.541, -2.599], [3.097, 3.170, -2.420], [2.648, 2.195, -3.805], [1.062, 4.417, -1.966], [-0.523, 4.186, -2.708], [0.961, 3.773, -3.598], [-0.597, 5.069, -0.068], [0.072, 3.466, 0.282], [-1.109, 4.198, 1.361], [-3.396, 4.803, 0.450], [-5.198, 4.300, -1.113], [-4.993, 2.480, -2.795], [-3.598, 1.358, -4.181], [-2.637, 0.271, -3.185], [-1.852, 1.594, -4.063]],
  "mulliken_charge": [-1.365, -0.556, -0.523, 0.203, -1.201, 0.177, -1.440, 0.190, -1.194, 3.057, -1.395, 0.196, 0.260, 0.387, -0.003, -1.143, -0.653, -0.838, -0.494, 0.367, 0.536, 0.342, 0.254, 0.034, 0.409, 0.558, 0.590, 0.160, 0.492, 0.451, 0.422, 0.473, 0.468, -1.059, -1.243, -1.210, 0.329, 1.961, -1.092, 1.084, -1.114, -1.352, -0.613, 0.068, 1.369, 0.894, -0.844, -0.697, -1.185, -0.096, 0.238, 0.566, 0.465, 0.566, 0.688, 0.488, 0.463, 0.581, 0.323, 0.456, 0.469, 0.571, -1.534, 1.531, -0.519, -1.172, -0.992, 0.779, -1.575, -1.113, 1.844, 0.709, -2.489, 1.431, -2.482, 1.135, -1.262, 0.540, -1.406, -0.478, -0.409, -1.141, 1.273, -1.284, 0.493, -0.081, 0.368, 0.483, 0.455, 0.528, 0.631, 0.209, 0.148, 0.477, 0.441, 0.507, 0.380, 0.340, 0.656, 0.422, -0.218, 0.614, 0.646, 0.558, 0.404, 0.552, 0.100, 0.206]
}